(1)
Here is the molecule C15H19NO5S from OMol25. Energies are from ωB97M-V/def2-TZVPD.

```
41
Properties=species:S:1:pos:R:3:forces:R:3
C -2.3405 -3.3320 0.6241 -0.20 -0.13 0.12
C -0.9609 -2.7907 0.4807 0.12 -0.15 0.16
C 0.1303 -3.3642 1.1296 -0.27 0.11 -0.13
C 1.4032 -2.8543 0.9720 0.15 0.31 -0.21
C 1.6427 -1.7494 0.1486 -0.68 -0.30 0.08
C 2.9918 -1.2430 0.0108 0.58 0.53 -0.26
C 3.3835 -0.1657 -0.6819 -0.27 -0.29 0.15
C 4.7987 0.2196 -0.7175 0.58 -0.23 0.26
O 5.7016 -0.3503 -0.1552 -0.03 -0.01 0.00
O 4.9979 1.3160 -1.4689 -0.18 0.42 -0.33
C 0.5489 -1.1757 -0.5076 0.36 -0.08 0.08
C -0.7154 -1.6840 -0.3275 -0.25 0.38 -0.30
S -2.0978 -0.9253 -1.1845 0.21 0.19 -0.45
O -2.5204 -1.8207 -2.2242 0.24 0.04 -0.11
O -3.0715 -0.4975 -0.2173 0.24 0.08 0.02
N -1.4153 0.4164 -1.9259 -0.40 -0.92 0.31
C -1.7734 1.7330 -1.4318 0.08 0.70 0.66
C -0.7147 2.2791 -0.4531 -0.01 -0.28 -0.33
C -0.7407 1.5589 0.9119 0.06 0.10 -0.02
C -0.9583 2.6927 1.9199 -0.02 0.18 -0.21
C -1.6050 3.7674 1.0481 -0.08 0.01 0.37
O -0.9613 3.6527 -0.2048 0.02 0.06 -0.19
H -2.7519 -3.5492 -0.3606 -0.10 -0.12 0.02
H -2.3487 -4.2332 1.2318 -0.01 -0.04 0.00
H -2.9881 -2.5823 1.0760 -0.07 -0.07 0.07
H -0.0270 -4.2238 1.7642 -0.05 -0.08 0.05
H 2.2321 -3.3151 1.4890 0.10 -0.04 0.05
H 3.7631 -1.7961 0.5343 0.10 0.00 0.02
H 2.7147 0.4688 -1.2405 -0.19 0.02 -0.04
H 5.9391 1.5490 -1.4761 -0.09 -0.26 0.17
H 0.6717 -0.3321 -1.1653 0.10 0.09 -0.03
H -1.4946 0.3068 -2.9236 -0.01 -0.16 -0.16
H -2.7403 1.6793 -0.9209 0.05 0.20 -0.12
H -1.8548 2.4325 -2.2653 0.01 -0.17 -0.04
H 0.2684 2.2201 -0.9354 -0.07 -0.06 0.02
H 0.1828 1.0159 1.1025 -0.01 -0.04 0.02
H -1.5701 0.8532 0.9367 0.07 0.01 0.13
H -1.5888 2.3997 2.7552 0.00 -0.02 0.08
H -0.0030 3.0533 2.3020 -0.02 0.02 0.04
H -1.4444 4.7849 1.4055 -0.08 -0.05 0.01
H -2.6838 3.5855 0.9451 0.04 0.05 0.03
```
Positions in Å, forces in eV/Å.

Properties
**Largest force on an atom**: 0.020 hartree/bohr
**Energy above the lowest of the compared OMol25 structures with the same formula, charge and spin**: 0.00 kJ/mol
**SMILES**: Cc1ccc(/C=C/C(=O)O)cc1S(=O)(=O)NC[C@@H]1CCCO1
**DFT total energy**: -38425.768 eV

---

(2)
Here is a structure of composition C15H20AuBF4O from OMol25. Energies are from ωB97M-V/def2-TZVPD.

```
42
Properties=species:S:1:pos:R:3:forces:R:3
Au -0.2264 -0.0366 0.1614 1.19 1.18 -0.77
C -0.0812 0.1014 2.8392 -1.20 0.75 0.57
C 0.8268 0.8781 2.0441 -0.65 0.84 -0.40
C 0.0459 1.8196 1.2578 -0.11 -0.24 1.10
H 1.9051 0.8561 2.1145 -0.20 -0.12 -0.10
C -1.3550 1.5040 1.4967 0.91 0.58 0.60
C -1.3979 0.4974 2.5211 0.37 0.29 0.93
H -2.3130 0.1451 2.9991 0.30 -0.11 -0.30
H 0.2023 -0.6140 3.6055 0.03 0.01 -0.39
H 0.4409 2.6621 0.6931 -0.22 -0.44 -0.05
H -2.1793 2.0789 1.0822 0.16 -0.36 0.03
C 0.2157 -2.2207 -0.2702 -0.80 0.06 -0.53
C -1.0097 -2.3726 0.4689 -0.78 -0.73 -0.61
C -2.0565 -1.7459 -0.2610 0.04 -1.31 0.38
H -1.1163 -2.9151 1.4088 0.12 0.39 -0.23
C -1.5101 -1.2125 -1.4660 0.41 -0.55 -0.86
C -0.1037 -1.5195 -1.5033 -0.84 -0.89 -0.15
H 0.5643 -1.3482 -2.3448 -0.15 0.10 0.38
H 1.1779 -2.6135 0.0131 0.03 0.10 0.06
H -3.1189 -1.7370 0.0107 0.58 0.17 -0.03
H -2.0860 -0.7507 -2.2766 0.46 0.04 0.61
O -1.0854 1.6590 -1.7390 2.82 -1.03 2.31
C -2.5311 2.0780 -3.1173 -0.30 -0.93 -0.91
C -1.2563 2.7062 -3.4885 0.82 1.22 -1.53
C -3.4070 2.5252 -2.0400 -0.84 0.47 0.29
C -3.0791 1.1369 -4.1157 -0.32 -0.46 -0.24
C -0.1760 1.9012 -2.7922 -2.60 0.10 1.37
H -1.2710 3.7088 -3.0550 0.40 0.35 -0.24
H -1.1044 2.7325 -4.5750 -0.20 0.54 -0.57
H 0.0337 0.9540 -3.2821 0.52 -0.35 -0.65
H 0.7602 2.4359 -2.5553 -0.07 -0.05 0.07
H -3.9104 3.4584 -2.3373 -0.37 0.37 0.21
H -2.8855 2.6968 -1.0878 -0.08 -0.03 -0.39
H -4.2011 1.7814 -1.8759 0.06 0.13 0.09
H -3.5164 1.7003 -4.9751 0.05 -0.25 -0.15
H -3.9064 0.5252 -3.7068 0.34 0.08 -0.15
H -2.3037 0.4546 -4.5352 -0.40 0.30 0.16
F 2.7445 -0.9905 0.8428 0.83 -0.69 0.81
B 3.3098 -1.7879 1.9133 -0.75 0.44 -0.64
F 4.7188 -1.7328 1.8320 -0.31 -0.11 0.18
F 2.8515 -1.2570 3.1562 0.41 -0.39 -0.47
F 2.8492 -3.1304 1.7514 0.33 0.52 0.21
```
Positions in Å, forces in eV/Å.

Properties
**Spin multiplicity**: 3
**Largest force on an atom**: 0.074 hartree/bohr
**Energy above the lowest of the compared OMol25 structures with the same formula, charge and spin**: 85.91 kJ/mol
**Total charge**: -2
**DFT total energy**: -33165.068 eV

---

(3)
Here is the molecule C15H20BCl3O from OMol25. Energies are from ωB97M-V/def2-TZVPD.

```
40
Properties=species:S:1:pos:R:3:forces:R:3
Cl -2.6035 -2.2468 0.7853 0.43 0.24 0.23
B -1.2134 -1.3844 1.6843 0.18 -1.73 -0.78
Cl -0.9084 -2.3250 3.3536 0.00 0.12 -0.04
Cl 0.4293 -1.4559 0.7033 -0.44 -0.29 0.07
O -1.5754 -0.0633 1.9165 0.30 1.46 0.48
C -0.5763 0.7502 2.4102 1.59 -0.38 -1.17
C -0.3858 2.0154 1.5405 -0.03 0.34 0.30
C 0.8493 2.7052 1.5503 -0.93 -0.31 0.89
C 1.0080 3.8890 0.8333 0.63 -0.16 -0.32
C -0.0224 4.3473 0.0072 -0.65 -0.43 -0.16
C -1.2338 3.6172 -0.0936 1.33 -0.29 0.16
C -1.3841 2.4359 0.6610 -0.64 0.68 0.27
H 0.5017 0.2829 2.3831 -2.17 0.35 -0.02
H 1.6157 2.3140 2.2349 -0.04 0.31 -0.52
H 1.9990 4.3921 0.8304 -0.92 -0.28 0.10
H 0.1279 5.2458 -0.6011 -0.10 -0.36 0.27
H -1.9740 3.9089 -0.8399 0.06 -0.02 0.43
H -2.3383 1.8929 0.6470 0.54 0.11 -0.19
C -3.1501 1.4042 7.7670 -0.32 0.03 0.20
C -2.4021 2.7417 7.7250 -0.44 0.02 0.49
C -2.3563 3.4432 6.3826 0.34 -0.44 -0.63
C -1.3910 2.7759 5.3829 -0.72 1.49 0.52
C -1.7616 1.4871 4.8066 1.38 -1.35 0.39
C -0.7170 0.8794 4.0112 1.40 0.44 -0.27
C -2.8589 0.6300 5.3450 -0.09 -0.96 -1.11
C -2.6611 0.3054 6.8463 0.42 0.39 0.15
H -3.1166 1.0125 8.7847 0.02 0.11 0.11
H -4.2098 1.5705 7.5514 -0.04 0.12 0.01
H -2.9253 3.4245 8.4054 0.16 -0.19 0.11
H -1.3946 2.6035 8.1302 0.05 0.08 -0.09
H -3.3475 3.4404 5.9200 -0.08 0.21 0.14
H -2.0434 4.4884 6.5085 -0.12 -0.27 -0.03
H -1.1999 3.4917 4.5736 0.00 -0.19 -0.44
H -0.3835 2.6984 5.8154 -0.15 -0.31 0.02
H -0.5814 -0.2318 4.2188 -0.38 1.07 0.12
H 0.2404 1.4686 4.0894 -0.91 -0.51 0.68
H -3.8747 1.0101 5.1358 0.41 0.22 0.24
H -2.7823 -0.3409 4.8329 -0.13 0.37 -0.19
H -1.5973 0.1291 7.0395 0.01 -0.09 -0.11
H -3.1602 -0.6495 7.0781 0.03 0.42 -0.30
```
Positions in Å, forces in eV/Å.

Properties
**Largest force on an atom**: 0.043 hartree/bohr
**DFT total energy**: -56172.314 eV

---

(4)
Here is a structure of composition C15H20BF4OSc from OMol25. Energies are from ωB97M-V/def2-TZVPD.

```
42
Properties=species:S:1:pos:R:3:forces:R:3
Sc 0.0018 -0.0065 0.2429 0.47 -0.65 -1.97
C 0.7302 -2.1315 1.4135 -0.41 -0.52 -0.41
C -0.7013 -2.2060 1.4181 0.41 -0.28 -0.71
C -1.1390 -2.3628 0.0720 0.71 -0.25 0.31
H -1.3357 -2.2183 2.2981 0.16 0.29 -0.19
C 0.0172 -2.3986 -0.7699 0.03 -0.36 0.82
C 1.1690 -2.2769 0.0632 -0.84 -0.45 0.24
H 2.2030 -2.3653 -0.2608 -0.30 0.24 0.07
H 1.3677 -2.0769 2.2907 -0.18 0.17 -0.20
H -2.1735 -2.4792 -0.2548 0.41 0.28 0.07
H 0.0173 -2.5772 -1.8426 0.01 0.35 0.33
C 1.6971 1.7923 0.7675 0.42 -0.05 -0.60
C 2.3848 0.5747 0.4680 0.05 0.82 -0.13
C 2.2186 0.3166 -0.9306 -0.16 0.89 -0.03
H 2.9890 -0.0042 1.1648 -0.30 0.11 -0.15
C 1.4214 1.3609 -1.4799 0.77 0.26 0.37
C 1.0982 2.2767 -0.4347 0.50 -0.64 -0.02
H 0.5370 3.2071 -0.5492 0.06 -0.47 0.09
H 1.6765 2.2977 1.7264 -0.10 -0.28 -0.27
H 2.6799 -0.4831 -1.5112 -0.34 0.21 0.29
H 1.1843 1.4800 -2.5389 -0.31 -0.31 0.47
O -1.1677 0.2981 -1.2234 -0.88 0.40 0.49
C -0.8026 0.2653 -4.2283 0.94 0.29 1.24
C -2.0475 0.4348 -3.4837 0.53 0.03 0.11
C -0.2765 -1.0805 -4.4821 0.10 0.35 0.27
C -0.2026 1.4164 -4.9236 -0.04 -0.47 0.51
C -1.9396 1.0875 -2.0797 0.29 -0.64 -0.09
H -2.5186 -0.5483 -3.3495 -0.24 0.02 0.09
H -2.7281 1.0735 -4.0681 -0.81 0.38 -0.19
H -1.5053 2.1002 -2.1720 -0.04 -0.05 -0.06
H -2.9592 1.1818 -1.6627 -0.02 0.17 0.01
H -0.7766 -1.5543 -5.3484 -0.14 -0.76 -0.65
H -0.4123 -1.7452 -3.6153 0.01 0.02 -0.33
H 0.7989 -1.0453 -4.7160 -0.03 -0.17 -0.01
H -0.6504 1.5636 -5.9245 -0.20 0.48 -0.93
H 0.8756 1.2571 -5.0840 -0.05 0.19 -0.04
H -0.3362 2.3571 -4.3687 0.08 -0.02 -0.18
F -0.7583 0.7066 1.9613 0.10 0.39 1.97
B -0.2384 0.7035 3.5453 0.06 -0.43 -1.56
F -1.2380 1.3795 4.1761 0.12 -0.02 0.24
F -0.1427 -0.6455 3.8458 -0.09 0.83 0.26
F 0.9883 1.3482 3.5113 -0.74 -0.35 0.48
```
Positions in Å, forces in eV/Å.

Properties
**Largest force on an atom**: 0.041 hartree/bohr
**Total charge**: -2
**DFT total energy**: -50180.450 eV

---

(5)
Here is a structure of composition C15H20BN6O2SSc from OMol25. Energies are from ωB97M-V/def2-TZVPD.

```
46
Properties=species:S:1:pos:R:3:forces:R:3
Sc -1.4852 0.0622 1.3989 1.18 0.78 -2.08
C 3.6863 2.4905 1.0692 0.01 0.07 -0.06
N 2.7988 1.3411 0.8806 0.06 0.04 0.02
C 3.3963 0.0446 0.5601 -0.03 -0.12 0.02
C 1.4685 1.4408 0.9571 -0.13 0.02 -0.01
N 0.6482 0.4261 0.8669 -0.59 -0.32 0.45
N 0.9757 2.7287 1.1124 0.01 0.09 0.12
C -0.3180 3.1599 1.3047 -0.06 -0.13 0.02
N -0.4465 4.4968 1.3576 0.03 0.00 -0.05
N -1.3289 2.3457 1.3974 -0.05 -0.60 0.43
H 4.6888 2.1299 1.2704 0.00 -0.04 0.00
H 3.3906 3.0793 1.9386 0.04 -0.03 0.02
H 3.7330 3.1228 0.1785 -0.03 -0.01 0.02
H 4.4753 0.1443 0.5668 0.02 0.03 -0.03
H 3.0884 -0.2949 -0.4308 0.00 0.01 0.01
H 3.1348 -0.7126 1.3023 -0.01 0.05 0.03
H 1.1616 -0.4382 0.7403 -0.04 -0.08 -0.03
H 1.6707 3.4554 1.1241 0.01 0.00 -0.04
H 0.3368 5.1258 1.3076 0.00 -0.02 0.01
H -1.3410 4.9103 1.5578 -0.02 0.02 0.04
H -2.1847 2.8731 1.5349 -0.09 -0.01 -0.01
S -2.2992 -0.0455 -1.1012 -0.31 -0.53 0.47
C -1.5484 0.9205 -2.2948 0.06 0.45 0.10
N -1.3497 0.3477 -3.5057 -0.04 0.04 0.09
C -0.8234 0.9880 -4.5713 0.10 0.10 -0.17
C -0.4527 2.2957 -4.4669 -0.01 0.16 0.11
C -0.6597 2.9502 -3.2435 -0.01 -0.13 -0.12
C -1.1956 2.2729 -2.1736 0.03 -0.08 -0.03
H -1.6562 -0.6139 -3.6018 0.05 -0.04 -0.02
H -0.7171 0.4224 -5.4855 -0.07 -0.10 0.05
H -0.0347 2.8196 -5.3128 -0.01 -0.07 -0.04
H -0.4138 4.0009 -3.1598 0.00 -0.01 0.05
H -1.4013 2.7637 -1.2353 0.02 0.00 0.00
O -1.3025 -2.2679 1.0849 -0.13 1.24 0.58
B -1.8148 -1.8987 2.4081 0.11 -0.64 -0.20
O -2.0800 -3.0416 3.0883 -0.18 0.16 0.52
C -1.7781 -4.1122 2.2787 0.20 0.01 -0.55
C -1.9036 -5.4576 2.5476 -0.04 0.13 0.12
C -1.5349 -6.3285 1.5308 0.03 -0.04 -0.06
C -1.0660 -5.8656 0.3028 -0.01 -0.07 0.05
C -0.9417 -4.5080 0.0403 0.04 0.24 -0.09
C -1.3057 -3.6500 1.0554 -0.14 -0.61 0.25
H -2.2725 -5.8084 3.5012 0.00 0.00 -0.01
H -1.6160 -7.3939 1.6963 -0.01 0.01 0.00
H -0.7965 -6.5785 -0.4640 0.00 0.00 0.00
H -0.5853 -4.1431 -0.9135 0.00 0.00 0.01
```
Positions in Å, forces in eV/Å.

Properties
**Largest force on an atom**: 0.049 hartree/bohr
**Energy above the lowest of the compared OMol25 structures with the same formula, charge and spin**: 67.34 kJ/mol
**Total charge**: +2
**DFT total energy**: -61117.511 eV

---

(6)
Here is a cluster of 5 separate species, C15H20Br2Cl16NO4P in total from OMol25. Energies are from ωB97M-V/def2-TZVPD.

```
59
Properties=species:S:1:pos:R:3:forces:R:3
C 1.9166 0.6267 2.5247 -1.14 -0.70 0.18
C 1.3152 -0.7178 1.7288 1.78 0.80 0.22
C 0.2202 -0.2670 0.6574 0.69 2.66 0.97
C 0.9018 0.8269 -0.4151 -0.12 0.82 0.80
P -0.8510 -1.5471 -0.2479 0.47 2.89 -0.01
Br -2.2377 -2.9152 -1.4010 -1.90 -1.45 -1.62
C -0.0083 -3.1017 0.4448 1.97 -4.02 0.39
C -0.7210 -3.8652 1.7011 -5.80 -4.56 -4.43
O -1.7846 -4.6739 1.4237 6.96 5.18 2.46
Br -0.1873 -3.8712 3.6252 0.02 0.29 -0.83
C -2.2213 -1.4952 1.1401 -2.50 1.48 1.57
C -3.2304 -0.1851 0.8718 -4.48 -1.59 -2.79
O -4.3246 -0.3995 0.0956 6.06 1.61 4.22
N -3.0476 1.1913 1.4381 -1.09 -2.19 -0.06
C -2.8095 1.2280 2.9239 0.76 1.33 1.00
C -4.0893 2.1767 0.9652 0.34 1.24 -0.66
C 0.2932 -1.5598 -1.8258 4.01 -0.54 -5.87
O -0.2291 -1.1947 -3.0256 2.12 -1.32 5.87
O 1.7012 -1.9633 -1.7952 -5.75 1.78 0.69
H 2.2950 0.2377 3.5814 -0.76 1.17 -2.15
H 0.9855 1.3546 2.6885 2.15 -1.32 -0.33
H 2.7894 1.1483 1.9253 -2.11 -0.98 1.30
H 0.9975 -1.4429 2.5845 0.08 1.19 -1.79
H 2.2695 -1.1919 1.1897 -3.26 0.86 1.53
H -0.5466 0.4277 1.2594 1.42 -1.48 -1.22
H 1.9305 0.4673 -0.8384 -2.23 0.45 0.59
H 1.1305 1.8502 0.1575 -0.45 -2.16 -1.01
H 0.1250 1.1495 -1.2628 1.76 -1.16 1.77
H -1.5698 -0.4169 -0.8429 0.37 -0.34 -0.18
H -0.1579 -3.9001 -0.4445 0.15 1.71 2.31
H 1.1821 -3.0805 0.4892 -2.62 0.48 0.46
H -2.9739 -2.4059 1.0598 1.76 2.03 0.52
H -1.7545 -1.3371 2.1947 -0.80 -0.59 -1.57
H -3.7569 1.0453 3.5876 1.42 0.20 -1.35
H -2.4361 2.3349 3.1738 -0.80 -2.30 -0.45
H -1.9660 0.5175 3.3211 -1.65 1.21 -1.25
H -4.1663 2.1852 -0.2222 0.17 -0.42 2.74
H -5.1576 2.0344 1.4296 1.98 0.11 -0.83
H -3.6739 3.2582 1.2462 -0.95 -2.23 -0.34
C 1.5424 4.9623 1.2618 -0.12 -0.37 -0.06
Cl 2.1774 5.2595 -0.3762 -0.09 0.07 0.57
Cl -0.0231 4.1193 1.1479 0.44 0.31 0.06
Cl 2.6952 3.9537 2.1718 -0.30 0.40 -0.27
Cl 1.3200 6.5168 2.1036 0.04 -0.14 -0.09
C 1.2424 2.3032 -4.0769 0.15 -0.97 0.32
Cl 1.9658 0.7452 -3.6037 -0.35 0.71 -0.32
Cl 2.1946 3.0227 -5.3997 -0.06 0.14 -0.01
Cl -0.4317 2.0384 -4.6261 0.36 0.10 0.14
Cl 1.2410 3.4066 -2.6779 -0.03 -0.14 -0.48
C 5.4424 -0.6662 1.5190 -0.51 -0.13 -0.33
Cl 6.4863 0.5644 0.7638 -0.07 -0.13 0.15
Cl 4.7572 -0.0172 3.0302 0.97 -0.38 -0.24
Cl 4.1209 -1.0907 0.4019 1.61 0.11 -0.23
Cl 6.4052 -2.1212 1.8803 -0.05 0.20 -0.01
C -1.4576 -3.1051 -6.1254 0.16 0.53 0.64
Cl -0.1586 -4.1668 -5.5255 -0.36 0.29 -0.16
Cl -1.6311 -3.3156 -7.8861 -0.02 -0.09 -0.06
Cl -2.9904 -3.5300 -5.3226 0.40 0.08 -0.22
Cl -1.0503 -1.4079 -5.7674 -0.21 -0.77 -0.26
```
Positions in Å, forces in eV/Å.

Properties
**Largest force on an atom**: 0.175 hartree/bohr
**Total charge**: -2
**DFT total energy**: -375283.328 eV